Record 1
Molecular formula: C10H16
Method: DFT, ωB97M-V/def2-TZVPD

XYZ file:
```
26
Properties=species:S:1:pos:R:3:forces:R:3
C 0.5480 1.9429 -2.9310 0.8058 0.1694 -0.7114
H 1.5920 0.9657 1.8582 0.1302 -0.1377 1.1933
C -1.1450 1.8871 -1.1016 0.1073 -2.7968 -1.5866
H -1.3915 -2.0009 -1.5286 0.3645 -0.2685 0.2850
H -0.1922 -2.0528 2.8380 -0.0618 -0.7847 0.0690
H 0.7129 2.9426 -2.5358 -0.2484 0.2147 -0.2182
H 0.8173 0.1515 3.4233 0.7420 0.6517 -0.2776
C 0.8121 -2.3689 2.5512 1.2875 1.1368 -0.2437
H -0.0316 0.5486 1.9506 0.3364 -1.0241 0.0654
H 1.1433 -1.1827 0.7728 0.3479 -0.1996 -0.2196
H 0.1403 -0.6865 -2.9927 -0.0559 0.0969 0.0461
H 1.4740 -2.5342 3.3984 -0.5114 -0.0803 0.6159
C -1.2098 -0.9546 -1.3404 0.2659 0.5301 0.4985
H -2.4489 -0.9484 0.3598 -0.2344 0.3989 0.2264
H -2.7419 1.5647 0.2547 0.1486 -0.0138 0.7386
H -1.0739 2.9540 -1.1729 -0.4924 0.3718 0.5174
C -0.4157 1.1793 -2.0860 1.2673 0.6948 0.8887
C 1.4422 -1.1554 1.8218 -1.0837 -0.4138 -0.6263
C -1.8559 -0.3079 -0.2790 -0.6142 -0.5136 -1.5031
H 1.5586 1.5047 -2.9673 -0.3854 -0.1940 0.2045
C 0.9565 0.1879 2.3292 -0.7607 0.8249 -0.3549
H 0.9222 -3.2769 1.9604 -0.6465 0.0258 -0.1211
H 2.5225 -1.2105 1.8935 0.2087 0.0188 -0.1283
H 0.2379 1.9796 -3.9822 -0.1053 0.2627 0.1649
C -1.9567 1.0765 -0.3007 -0.0076 1.0931 0.5892
C -0.4168 -0.2056 -2.1936 -0.8046 -0.0634 -0.1122
```
Positions in Å, forces in eV/Å.

Calculated values
**M**: 136.24 g/mol
**SMILES**: Cc1ccccc1.CCC
**Net charge**: 0
**E_LUMO**: 1.01 eV
**HOMO**: -8.986 eV
**Relative energy (zero: lowest compared OMol25 entry of this formula, charge and spin)**: 1.028 eV
**Electronic energy**: -390.598101 hartree

---

Record 2
Molecular formula: C10H16
Method: DFT, ωB97M-V/def2-TZVPD

XYZ file:
```
26
Properties=species:S:1:pos:R:3:forces:R:3
H -1.0119 -3.7348 -1.6527 -0.2388 -0.2679 0.1000
C 2.7127 1.5709 2.1060 -1.3383 0.1382 0.9322
C -1.0416 0.9626 -1.7558 -0.2494 -1.4982 -0.5739
C 1.5091 1.3253 3.0696 0.7367 -0.6096 -0.1619
C -2.3998 1.0856 -2.4491 -0.0884 -0.0649 0.8151
H 2.3357 1.3719 1.0960 0.8774 -0.2139 0.0671
H 3.5700 1.0074 2.4800 -0.1513 -0.4422 -0.6733
H 1.8069 1.5830 4.0819 -0.2857 0.4058 0.1506
H 1.1990 -1.6797 1.3131 -0.4642 0.2921 0.4500
H 0.2212 0.6574 0.2478 0.5647 -1.1241 0.7345
H 0.2224 -3.8153 0.3638 0.2740 0.8489 0.3376
H -0.2406 1.1714 -2.4793 -0.0837 -0.2731 -0.0056
H -2.0278 -1.5018 -2.4753 0.1456 -0.6095 -0.2611
H -3.1809 0.8374 -1.6961 0.2336 1.0122 -0.2601
H -2.3873 2.1193 -2.8466 -0.9520 -0.7165 -0.0369
H 3.0464 2.5972 2.1816 -0.1613 0.4366 -0.2226
H -2.6367 0.3031 -3.1823 0.6767 0.5864 -0.4198
C -1.3346 -1.6183 -1.6561 1.2600 0.5196 0.1690
C -0.0590 -2.7985 0.0493 -0.1836 -1.0829 -2.0516
C -0.0192 -0.3966 0.0175 0.0344 -0.4813 -0.7683
H 1.2945 0.2539 3.1325 0.0052 0.0050 -0.2088
C -0.8036 -2.8017 -1.1578 -0.7811 0.3545 1.0388
H 0.5680 1.7944 2.7693 0.3213 0.2704 0.1085
C -0.8093 -0.4419 -1.1259 -0.4490 2.0979 0.3387
H -0.9250 1.7618 -1.0215 -0.2245 -0.2182 0.2257
C 0.3912 -1.6139 0.5900 0.5216 0.6347 0.1756
```
Positions in Å, forces in eV/Å.

Calculated values
**M**: 136.24 g/mol
**SMILES**: CCc1ccccc1.CC
**Net charge**: 0
**E_LUMO**: 1.00 eV
**HOMO**: -8.958 eV
**Relative energy (zero: lowest compared OMol25 entry of this formula, charge and spin)**: 1.133 eV
**Electronic energy**: -390.594242 hartree

---

Record 3
Molecular formula: C10H16
Method: DFT, ωB97M-V/def2-TZVPD

XYZ file:
```
26
Properties=species:S:1:pos:R:3:forces:R:3
C -1.2473 0.8959 1.8359 -0.6249 0.0477 -0.3701
H 1.0696 -3.5794 0.0393 0.2002 -0.0920 0.1761
C -0.5923 -0.2895 1.1841 0.0015 0.0627 -0.2896
H -2.3270 0.9353 1.6766 -0.0642 -0.4721 0.0361
H -2.4044 -1.1645 0.4463 0.0735 0.0800 -0.0846
H -1.0733 1.6330 -2.4186 -0.4424 -0.3384 -0.1998
H -0.5228 2.2911 -0.2101 0.0466 -0.1535 -0.2533
C 1.3965 -1.6425 0.9332 -0.4214 -0.1394 0.0301
C -0.7221 -2.4584 0.1265 0.0029 0.6282 -0.1803
H 1.3083 0.9363 -1.3432 0.5743 -0.0901 0.3520
H -1.0831 0.8397 2.9096 0.1256 0.3632 0.0485
H -0.9346 1.8384 1.3965 0.5030 0.0334 0.5935
H 0.0111 0.4698 -3.2903 -0.0643 -0.3222 0.7716
C 0.7943 -0.4414 1.2620 -0.1118 0.1776 0.1878
C -1.3288 -1.2757 0.5440 -0.1565 -0.3381 0.3910
C 0.6243 -2.6562 0.3801 -0.1226 -0.2100 -0.5156
H 1.0567 3.0580 0.0336 0.0877 -0.5594 0.2884
C -0.0937 1.4603 -2.8419 0.5689 0.4513 -0.6723
C 0.9576 1.8613 -1.7707 -1.1158 -0.0398 -1.1232
H 1.3764 0.4160 1.5825 0.1048 -0.1847 0.3269
H 2.4314 -1.8338 1.1505 0.3555 0.1868 -0.1736
H 0.0047 2.0504 -3.7587 -0.1654 0.5633 0.3111
H -1.2980 -3.1634 -0.4560 0.0050 -0.2519 0.2030
H 1.7377 2.4279 -2.2745 0.4193 -0.2938 0.1983
H 0.0148 3.7355 -1.0455 -0.2799 -0.3312 -0.6750
C 0.3259 2.7366 -0.7155 0.5006 1.2225 0.6233
```
Positions in Å, forces in eV/Å.

Calculated values
**M**: 136.24 g/mol
**SMILES**: Cc1ccccc1.CCC
**Net charge**: 0
**E_LUMO**: 1.04 eV
**HOMO**: -9.042 eV
**Relative energy (zero: lowest compared OMol25 entry of this formula, charge and spin)**: 0.651 eV
**Electronic energy**: -390.611955 hartree

---

Record 4
Molecular formula: C10H16
Method: DFT, ωB97M-V/def2-TZVPD

XYZ file:
```
26
Properties=species:S:1:pos:R:3:forces:R:3
C 2.8399 1.1541 -2.0622 1.5948 0.5949 -0.7496
H 0.2711 -2.3946 -0.6668 -2.8799 0.2813 -0.6147
H 3.6180 1.9933 -1.9956 -1.6861 -0.4076 0.8569
H 0.9023 0.7666 -2.7619 -1.4813 -2.7963 -0.1811
C -1.2875 -1.4510 1.6872 0.6513 -0.1957 -3.3623
C 1.3017 1.4053 -2.0598 1.2572 4.8921 -0.2163
C -1.1497 0.2107 -0.1688 -0.5236 0.1430 3.1623
C -1.2451 1.1964 0.8423 -0.7021 -2.8327 -0.0982
C -1.1210 -1.1208 0.2698 -1.1078 3.0478 1.6204
H 3.2561 0.8161 -3.0444 -1.1306 -0.4423 0.3925
C 3.0223 0.0816 -0.9986 2.2469 -0.1825 1.9455
H 0.9080 1.6384 -1.0177 0.2708 -1.1482 -1.5700
H 3.0823 0.5178 0.0661 -0.4605 -0.4118 -1.5437
C -1.5632 0.8728 2.1187 0.6120 -3.0299 -0.6140
H -1.5517 1.5911 2.8300 -0.2516 2.3114 2.1279
H -1.1691 0.6252 -1.1443 0.4345 -0.6187 -1.0872
H -1.5399 -0.5629 3.6567 -0.4511 -0.6350 0.2309
H -1.5203 -2.9222 -0.6058 -0.9255 -1.8525 -0.1796
H 0.9360 2.3016 -2.7055 1.2152 -0.3915 1.2747
C -0.9171 -2.0924 -0.7595 4.1798 -0.1351 -1.5120
H -1.0626 -2.5031 1.7878 -0.3457 -0.1373 1.1187
H 3.9586 -0.5891 -1.0086 -1.2852 1.0688 -0.5528
H -0.9768 2.1580 0.6810 0.2914 3.0963 -0.9864
H -1.0779 -1.5791 -1.7420 0.2021 -0.9934 0.6655
H 2.1523 -0.5398 -1.0579 -0.3710 -0.6959 0.2633
C -1.5780 -0.4764 2.5858 0.6462 1.4708 -0.3907
```
Positions in Å, forces in eV/Å.

Calculated values
**M**: 136.24 g/mol
**SMILES**: Cc1ccccc1.CCC
**Net charge**: 0
**E_LUMO**: 0.96 eV
**HOMO**: -8.701 eV
**Relative energy (zero: lowest compared OMol25 entry of this formula, charge and spin)**: 2.841 eV
**Electronic energy**: -390.531484 hartree

---

Record 5
Molecular formula: C10H16
Method: DFT, ωB97M-V/def2-TZVPD

XYZ file:
```
26
Properties=species:S:1:pos:R:3:forces:R:3
C -1.5637 0.1513 1.7065 0.8336 -0.0897 0.2002
H -0.2991 2.2719 -1.9820 -0.0630 0.6044 0.1684
C 1.4813 2.2419 -0.7000 -0.8993 -0.0681 0.4500
C 0.2440 1.5972 -1.3286 -0.2358 -0.7442 -0.8330
H -3.6258 -0.4063 1.8235 -0.0508 -0.0347 0.1402
H 2.8678 -3.1746 0.8116 0.1261 -0.2427 0.1310
C -0.7936 0.9512 -0.4325 0.1591 0.5591 0.2437
H 1.6231 3.2343 -1.1132 0.4567 -0.0497 -0.2992
H 2.1322 -1.7847 -1.1258 -0.3221 -0.2271 -0.4822
H 0.5389 0.8503 -2.0765 0.2681 -0.1940 0.2348
H -2.2672 0.9332 -1.9885 -0.0003 0.0362 0.0541
H 1.0584 -3.2035 -0.7255 -0.0286 -0.0217 -0.4628
H 2.7786 -1.4911 1.0620 0.2857 0.8444 0.3919
H 0.5563 -1.5562 -0.3174 -0.0198 0.0472 -0.2206
C -3.0965 0.2827 -0.1328 0.1376 -0.2233 0.8424
H -4.1170 0.1864 -0.4599 -0.0883 -0.0732 -0.4291
C -0.5544 0.6825 0.9069 -0.0474 -0.3885 -0.3676
H 1.5471 -2.5454 1.7754 -0.1706 0.1035 -0.0282
C 1.4105 -2.2204 -0.4371 0.3261 0.2152 1.3396
C -2.8292 -0.0240 1.2046 -0.3637 -0.0156 -0.2514
H -1.2757 -0.1596 2.7047 -0.3574 0.1156 0.1004
H 2.3480 1.5933 -0.7973 0.1782 0.2607 -0.0259
C -2.0724 0.7159 -0.9419 -0.0088 0.3058 -0.3689
H 1.2934 2.4197 0.3604 0.1699 -0.0584 0.0231
H 0.4473 0.8039 1.2990 -0.0814 0.0535 0.1426
C 2.1676 -2.3499 0.9045 -0.2038 -0.7149 -0.6935
```
Positions in Å, forces in eV/Å.

Calculated values
**M**: 136.24 g/mol
**SMILES**: CCc1ccccc1.CC
**Net charge**: 0
**E_LUMO**: 1.01 eV
**HOMO**: -8.945 eV
**Relative energy (zero: lowest compared OMol25 entry of this formula, charge and spin)**: 0.472 eV
**Electronic energy**: -390.618523 hartree